1.
The following is a DFT calculation (ωB97M-V with the def2-TZVPD basis set) of C25H40BrCl3N3O3ScSi as an isolated structure in a non-equilibrium geometry.

CARTESIAN COORDINATES (ANGSTROEM)
C -1.4828 -2.1163 -3.5229
C -1.0477 -3.1298 -2.5044
H -1.2222 -2.4114 -4.5464
H -1.0254 -1.1454 -3.2905
H -2.5740 -1.9664 -3.4941
C -0.5275 -4.3376 -2.7749
C -0.3595 -4.9133 -4.1456
H -0.2395 -5.0097 -1.9591
H -0.5763 -4.1890 -4.9360
H -1.0125 -5.7855 -4.2915
H 0.6711 -5.2721 -4.2717
Sc -0.0300 0.3065 -0.4315
Cl -2.3230 0.3135 0.2429
Cl -0.0996 1.4727 -2.4926
H 0.6938 4.6421 3.2311
H -1.3927 5.6424 2.1331
C 1.0290 4.3220 2.2398
C -0.9955 5.2985 1.1719
N -0.1275 4.1461 1.3606
H 1.5727 3.3781 2.3092
C -0.3498 3.0098 0.7193
O 0.4110 2.0045 0.7972
H -1.8253 5.0126 0.5182
H -1.2595 2.9591 0.0954
H 1.6840 5.1083 1.8499
H -0.4461 6.1295 0.7146
H 1.4470 -1.6504 -3.2744
H 2.4295 -3.8034 -2.0790
C 2.3406 -1.1180 -2.9273
C 3.2786 -3.1414 -1.8476
N 2.8318 -1.7616 -1.7169
H 2.0968 -0.0708 -2.7462
C 2.7119 -1.2011 -0.5132
O 2.1053 -0.1289 -0.2810
H 3.7409 -3.4645 -0.9079
H 3.2222 -1.7768 0.2820
H 3.1199 -1.2028 -3.6958
H 4.0131 -3.2177 -2.6567
O -0.2012 -1.6369 -0.8940
C -1.1482 -2.6136 -1.0636
C 0.1555 -4.1644 0.5012
C -1.0598 -3.6875 0.0198
H 1.0988 -3.7821 0.1011
C 0.1600 -5.1828 1.4617
H -2.1460 -2.1490 -0.9939
C -2.2596 -4.2232 0.4909
H 1.1090 -5.5686 1.8441
C -1.0389 -5.7324 1.9311
C -2.2580 -5.2577 1.4276
H -3.1930 -3.8539 0.0628
H -1.0338 -6.5322 2.6842
H -3.2057 -5.6889 1.7680
Si -0.3804 4.5984 -5.4288
Cl -0.5929 2.7904 -6.4592
C 1.4614 4.7370 -5.0844
C -1.5136 4.2690 -3.9654
C -0.9266 6.1667 -6.3207
H 1.8380 3.7856 -4.6914
H 1.6700 5.5295 -4.3550
H 1.9944 4.9698 -6.0173
H -0.2935 6.3721 -7.1935
H -0.8420 7.0265 -5.6374
H -1.9726 6.1018 -6.6450
H -1.2270 3.3200 -3.4969
H -2.5473 4.1647 -4.3204
H -1.4590 5.0568 -3.2052
Br 2.2944 -3.6884 4.1060
C 1.1435 -2.2043 3.7497
C 0.3724 -1.6534 4.7654
C -0.5084 -0.6159 4.4293
C -0.5723 -0.1928 3.0919
N 0.1873 -0.7117 2.1295
C 1.0454 -1.6901 2.4436
H 0.4575 -2.0436 5.7728
H -1.1474 -0.1335 5.1593
H -1.2876 0.5712 2.7866
H 1.6729 -2.1038 1.6583

Cartesian forces, eV/Å:
-0.096 0.022 -0.167
0.473 -0.768 0.461
-0.044 0.217 0.265
-0.098 -0.173 -0.136
0.263 -0.065 0.081
-0.450 0.383 -0.032
0.192 -0.208 -0.169
-0.150 0.333 -0.139
0.081 -0.232 0.111
0.108 0.168 0.018
-0.149 0.033 -0.117
-0.061 -2.395 0.358
-0.337 0.384 0.065
0.181 0.086 -0.068
-0.040 -0.143 -0.099
0.041 -0.126 -0.125
-0.047 -0.027 -0.082
-0.169 -0.025 -0.069
0.170 0.150 0.143
-0.107 0.204 -0.021
0.545 -0.922 -0.097
-0.734 1.400 0.131
0.141 0.131 0.143
0.262 0.182 0.230
-0.065 -0.172 -0.069
-0.035 -0.191 0.028
0.057 0.191 0.072
0.156 0.267 0.076
-0.128 -0.264 -0.219
0.096 -0.048 0.028
0.031 0.221 0.663
0.054 -0.228 0.018
-0.443 0.157 -0.758
0.723 -0.681 -0.008
-0.089 0.015 -0.217
-0.231 0.296 -0.132
-0.136 0.087 0.160
-0.087 0.019 0.163
1.137 1.546 0.276
-0.429 -0.203 -0.225
-0.147 -0.445 0.254
-0.358 0.283 -0.522
-0.348 0.005 0.130
-0.018 -0.115 0.049
-0.071 -0.187 0.199
0.201 -0.416 0.055
-0.303 0.140 -0.136
-0.139 0.098 -0.072
0.161 0.069 0.092
0.191 -0.064 0.228
0.068 0.392 -0.391
0.393 0.166 -0.091
-0.142 0.013 0.530
0.006 0.320 -0.403
-0.185 -0.085 0.070
0.318 0.077 -0.031
-0.028 -0.264 -0.211
-0.026 0.190 -0.038
-0.003 -0.105 -0.127
-0.117 -0.064 0.233
-0.181 -0.033 0.134
0.022 -0.300 -0.090
0.214 0.027 0.014
-0.112 0.312 -0.134
0.192 0.134 0.063
-0.107 -0.018 -0.102
-0.205 0.477 -0.102
-0.170 0.275 -0.554
-0.241 0.260 -0.347
0.415 -0.208 -0.650
-0.075 -0.249 0.688
0.515 -0.133 -0.158
-0.213 -0.089 0.731
-0.092 0.104 -0.043
0.100 -0.160 0.042
0.219 -0.172 0.012
-0.317 0.145 0.140

The LUMO energy comes out at 0.00905 hartree. The value obtained for the HOMO energy is -8.190 eV. The energy above the lowest of the compared OMol25 structures with the same formula, charge and spin is 0.0 kcal per mole. The HOMO-LUMO gap is 0.31001 hartree.

---

2.
The following is a DFT calculation (ωB97M-V with the def2-TZVPD basis set) of one molecule with the formula C21H25F3N4O2.

CARTESIAN COORDINATES (ANGSTROEM)
O -3.3189 1.6685 -0.8779
C -2.1460 1.6987 -0.5593
C -1.1421 0.8560 -1.1437
C 0.1599 0.9089 -0.7538
N 1.1993 0.2117 -1.3168
C 0.9645 -0.6248 -2.4745
C 0.5828 -2.0600 -2.0820
N 1.6382 -2.5938 -1.2506
C 1.9979 -3.9240 -1.2897
C 1.2046 -4.8971 -1.9121
C 1.6143 -6.2132 -1.9858
C 2.8195 -6.6185 -1.4384
C 3.6091 -5.6626 -0.8166
C 4.9413 -6.0295 -0.2307
F 5.9673 -5.5898 -0.9895
F 5.1195 -7.3484 -0.0881
F 5.1323 -5.4857 0.9870
C 3.2198 -4.3362 -0.7465
C 1.8661 -1.7796 -0.0779
C 2.2542 -0.3545 -0.4964
N 0.4814 1.7982 0.2388
C -0.4057 2.6671 0.8575
O 0.0157 3.4237 1.7041
N -1.7024 2.5804 0.4471
C -2.7075 3.4573 1.0591
C -2.4073 4.9320 0.7962
C -3.5369 5.7881 1.3607
C -3.7010 5.5335 2.8559
C -3.9785 4.0564 3.1170
C -2.8496 3.1962 2.5574
H -1.5002 0.1754 -1.8940
H 0.1971 -0.1767 -3.1029
H 1.9010 -0.6569 -3.0405
H 0.4938 -2.6533 -2.9910
H -0.3824 -2.0562 -1.5541
H 0.2447 -4.6309 -2.3248
H 0.9774 -6.9395 -2.4668
H 3.1381 -7.6467 -1.4872
H 3.8855 -3.6264 -0.2810
H 2.6459 -2.2135 0.5439
H 0.9411 -1.7237 0.5203
H 2.4344 0.2446 0.3949
H 3.1706 -0.3813 -1.0932
H 1.4452 1.9481 0.5014
H -3.6451 3.1891 0.5593
H -1.4663 5.2003 1.2775
H -2.3073 5.0987 -0.2790
H -3.3200 6.8432 1.1831
H -4.4692 5.5450 0.8455
H -2.7845 5.8246 3.3734
H -4.5186 6.1410 3.2494
H -4.0770 3.8788 4.1897
H -4.9206 3.7735 2.6414
H -1.9136 3.4460 3.0581
H -3.0619 2.1376 2.7259

Cartesian forces, eV/Å:
-0.089 -0.034 -0.066
0.122 -0.085 -0.066
0.234 -0.276 -0.228
-0.528 0.172 -0.186
0.068 0.285 -0.006
-0.315 -0.251 -0.175
0.068 0.195 -0.159
-0.038 0.488 -0.113
0.219 -0.576 -0.037
-0.057 0.197 0.066
0.132 -0.099 0.014
0.099 0.068 0.061
-0.082 -0.052 0.027
0.417 -0.005 0.123
-0.055 0.092 -0.171
-0.201 -0.189 -0.086
-0.163 0.126 0.092
-0.100 -0.135 0.007
0.176 0.219 0.099
0.056 -0.310 0.371
0.450 -0.224 0.034
0.337 -0.264 -0.028
0.074 0.249 0.215
-0.306 0.090 -0.025
-0.017 0.273 0.271
-0.187 -0.013 -0.115
0.225 0.066 0.118
-0.294 -0.054 -0.129
0.226 0.063 0.123
-0.199 -0.069 -0.064
0.031 -0.098 -0.038
0.040 0.014 -0.003
-0.093 -0.021 -0.002
-0.039 0.015 0.035
-0.013 -0.052 -0.074
-0.094 0.053 -0.027
-0.077 -0.057 -0.048
0.027 -0.089 0.003
0.044 0.093 0.018
-0.044 0.016 -0.002
0.086 -0.004 0.048
0.027 -0.003 -0.046
-0.022 0.010 0.092
-0.213 0.078 -0.038
0.227 0.060 0.119
0.004 0.021 -0.058
0.047 -0.010 -0.021
-0.067 0.011 -0.061
-0.082 0.049 -0.040
0.042 0.060 0.070
0.045 0.050 0.060
-0.080 -0.042 -0.007
-0.098 -0.018 0.027
-0.013 -0.055 0.023
0.042 -0.032 0.000

The LUMO energy comes out at 0.01447 hartree. The value obtained for the HOMO energy is -8.356 eV. The structure (SMILES) is O=c1cc(N2CCN(c3cccc(C(F)(F)F)c3)CC2)[nH]c(=O)n1C1CCCCC1. The energy above the lowest of the compared OMol25 structures with the same formula, charge and spin is 0.0 kcal per mole. The HOMO-LUMO gap is 0.32155 hartree.